Record 1
DFT (wB97M-V/def2-TZVPD) results for a structure of composition C34H45N3O2P2PdS2 at a distorted geometry.

The electronic energy comes out at -3244.30517 hartree. As for the maximum force: 1.05 eV Å⁻¹. The charge is 0. The calculation puts the relative energy (zero: lowest compared OMol25 entry of this formula, charge and spin) at 0.094 eV. The LUMO energy is -0.20 eV. The calculation puts the HOMO-LUMO gap at 0.2283 Eh. The spin multiplicity is 1. For the molar mass, the calculation gives 760.26 g mol⁻¹.

Positions of all 89 atoms, in Å:
1 Pd 0.618 0.552 -0.439
2 C 3.716 -0.339 -1.849
3 C 3.200 -1.520 -1.024
4 C 3.720 -2.843 -1.598
5 P 1.374 -1.449 -0.804
6 C 0.534 -2.359 -2.146
7 C 0.815 -1.790 -3.535
8 C 0.652 -3.884 -2.111
9 C 0.919 -2.301 0.715
10 C 1.737 -3.214 1.365
11 C 1.275 -3.894 2.483
12 C -0.024 -3.651 2.918
13 C -0.852 -2.733 2.296
14 C -0.404 -1.997 1.180
15 N -1.043 -1.057 0.447
16 C -2.088 -0.254 0.740
17 C -2.743 -0.103 1.984
18 C -3.740 0.837 2.163
19 C -4.144 1.684 1.135
20 C -3.493 1.589 -0.086
21 C -2.482 0.658 -0.296
22 P -1.482 0.601 -1.808
23 C -2.544 -0.361 -3.030
24 C -4.012 0.068 -2.931
25 C -2.548 -1.885 -2.890
26 C -1.329 2.325 -2.517
27 C -2.342 2.854 -3.532
28 C 0.087 2.505 -3.078
29 H 4.807 -0.373 -1.880
30 H 3.411 0.616 -1.425
31 H 3.351 -0.387 -2.878
32 H 3.588 -1.452 -0.010
33 H 3.428 -2.981 -2.639
34 H 3.384 -3.709 -1.030
35 H 4.812 -2.827 -1.565
36 H -0.481 -2.116 -1.843
37 H 1.820 -2.044 -3.876
38 H 0.711 -0.704 -3.557
39 H 0.117 -2.214 -4.262
40 H 1.605 -4.239 -2.499
41 H -0.133 -4.307 -2.744
42 H 0.515 -4.277 -1.103
43 H 2.746 -3.392 1.010
44 H 1.911 -4.597 3.003
45 H -0.400 -4.193 3.779
46 H -1.858 -2.593 2.667
47 H -2.430 -0.702 2.827
48 H -4.209 0.914 3.137
49 H -4.934 2.410 1.284
50 H -3.764 2.271 -0.884
51 H -2.147 -0.095 -4.015
52 H -4.418 -0.212 -1.959
53 H -4.581 -0.465 -3.697
54 H -4.181 1.127 -3.076
55 H -2.816 -2.182 -1.872
56 H -1.611 -2.357 -3.156
57 H -3.308 -2.288 -3.563
58 H -1.414 2.942 -1.626
59 H -2.461 2.186 -4.388
60 H -1.985 3.812 -3.919
61 H -3.323 3.034 -3.096
62 H 0.216 1.930 -4.001
63 H 0.855 2.171 -2.375
64 H 0.256 3.557 -3.314
65 O 4.444 -0.174 1.884
66 C 3.830 -0.027 3.082
67 C 4.509 -0.475 4.213
68 C 3.946 -0.324 5.463
69 C 2.700 0.283 5.606
70 C 2.027 0.723 4.486
71 C 2.570 0.570 3.205
72 C 1.803 1.033 2.022
73 O 2.239 0.714 0.826
74 N 0.744 1.746 2.233
75 N 0.157 2.257 1.059
76 C -0.646 3.199 1.388
77 S -1.430 4.280 0.246
78 C -1.899 5.511 1.486
79 C -2.257 4.753 2.747
80 S -0.926 3.573 3.083
81 H 3.811 0.168 1.219
82 H 5.481 -0.934 4.077
83 H 4.483 -0.679 6.334
84 H 2.259 0.406 6.587
85 H 1.055 1.192 4.569
86 H -2.751 6.063 1.089
87 H -1.071 6.196 1.659
88 H -3.200 4.220 2.620
89 H -2.333 5.419 3.607

Record 2
DFT (wB97M-V/def2-TZVPD) results for a cluster of 6 separate species, C34H45N6S in total at a distorted geometry.

The electronic energy comes out at -2048.91405 hartree. As for the maximum force: 6.64 eV Å⁻¹. The charge is -1. The calculation puts the relative energy (zero: lowest compared OMol25 entry of this formula, charge and spin) at 6.453 eV. The LUMO energy is 2.00 eV. The calculation puts the HOMO-LUMO gap at 0.1847 Eh. The spin multiplicity is 1. For the molar mass, the calculation gives 569.84 g mol⁻¹.

Positions of all 86 atoms, in Å:
1 C 1.710 -0.484 3.278
2 C 0.413 -0.416 2.999
3 C -1.043 -0.072 2.438
4 C -1.122 1.004 1.246
5 C 0.158 1.937 1.013
6 C 0.198 3.315 1.866
7 S -0.753 3.216 3.462
8 C 1.785 3.518 2.243
9 C 2.699 3.701 0.881
10 C 3.743 2.455 0.707
11 C 4.227 2.212 -0.817
12 N 3.180 1.680 -1.748
13 C 3.042 2.092 -3.148
14 C 1.802 1.335 -3.817
15 C 1.162 0.399 -2.707
16 C 2.118 0.686 -1.482
17 H 2.850 -0.370 3.460
18 H -1.522 -1.073 2.071
19 H -1.696 0.253 3.351
20 H -1.318 0.423 0.249
21 H -2.089 1.640 1.404
22 H 0.110 2.274 -0.108
23 H 1.183 1.427 1.132
24 H -0.412 2.026 4.125
25 H 1.938 4.477 2.892
26 H 2.138 2.571 2.800
27 H 3.318 4.683 0.922
28 H 2.035 3.693 -0.081
29 H 4.700 2.725 1.317
30 H 3.355 1.466 1.175
31 H 4.640 3.221 -1.228
32 H 5.128 1.472 -0.890
33 H 3.721 2.834 -3.705
34 H 1.412 1.417 -4.892
35 H 0.252 -0.311 -2.743
36 H 1.920 0.134 -0.493
37 N 3.695 -0.320 -6.413
38 C 4.911 -0.057 -6.983
39 C 4.842 -0.403 -8.312
40 C 3.533 -0.887 -8.553
41 C 2.847 -0.821 -7.364
42 H 3.459 -0.166 -5.443
43 H 5.720 0.351 -6.396
44 H 5.645 -0.316 -9.030
45 H 3.136 -1.244 -9.493
46 H 1.831 -1.089 -7.113
47 N 0.755 -3.067 4.825
48 C 0.343 -3.889 3.811
49 C -0.183 -5.028 4.374
50 C -0.090 -4.884 5.780
51 C 0.490 -3.663 6.029
52 H 1.186 -2.160 4.703
53 H 0.461 -3.594 2.779
54 H -0.590 -5.870 3.833
55 H -0.412 -5.595 6.528
56 H 0.738 -3.168 6.957
57 N -3.459 -2.892 -1.865
58 C -3.195 -3.532 -0.683
59 C -1.976 -3.092 -0.227
60 C -1.489 -2.149 -1.160
61 C -2.425 -2.042 -2.161
62 H -4.285 -3.024 -2.428
63 H -3.895 -4.244 -0.271
64 H -1.490 -3.414 0.683
65 H -0.556 -1.607 -1.107
66 H -2.444 -1.438 -3.056
67 N -6.005 -6.225 0.973
68 C -7.287 -6.703 0.929
69 C -7.912 -6.353 2.101
70 C -6.974 -5.631 2.880
71 C -5.807 -5.565 2.158
72 H -5.314 -6.339 0.247
73 H -7.644 -7.252 0.069
74 H -8.933 -6.589 2.368
75 H -7.135 -5.206 3.860
76 H -4.855 -5.108 2.384
77 N -0.713 6.345 0.864
78 C -1.449 6.892 -0.152
79 C -0.774 7.994 -0.622
80 C 0.416 8.112 0.134
81 C 0.428 7.079 1.042
82 H -0.969 5.525 1.399
83 H -2.389 6.452 -0.451
84 H -1.102 8.642 -1.423
85 H 1.181 8.869 0.028
86 H 1.148 6.804 1.799

Record 3
DFT (wB97M-V/def2-TZVPD) results for a structure of composition C34H46As4N2PdS2.

The electronic energy comes out at -11300.06644 hartree. As for the maximum force: 0.52 eV Å⁻¹. The charge is 0. The calculation puts the relative energy (zero: lowest compared OMol25 entry of this formula, charge and spin) at 1.069 eV. The LUMO energy is -0.18 eV. The calculation puts the HOMO-LUMO gap at 0.2431 Eh. The spin multiplicity is 1. For the molar mass, the calculation gives 953.00 g mol⁻¹.

Positions of all 89 atoms, in Å:
1 Pd 0.075 0.604 0.144
2 S -1.335 -1.329 -0.638
3 C -2.988 -0.919 -0.256
4 C -3.996 -1.869 -0.493
5 C -5.325 -1.567 -0.309
6 C -5.720 -0.297 0.110
7 C -4.748 0.651 0.362
8 C -3.399 0.335 0.216
9 As -2.033 1.639 0.575
10 C -2.723 3.222 -0.309
11 C -2.738 3.236 -1.699
12 C -3.282 4.316 -2.371
13 C -3.808 5.387 -1.663
14 C -3.793 5.376 -0.280
15 C -3.248 4.296 0.402
16 C -2.206 2.112 2.458
17 C -1.238 2.955 3.001
18 C -1.310 3.342 4.327
19 C -2.341 2.876 5.131
20 C -3.297 2.025 4.602
21 C -3.235 1.646 3.267
22 H -3.704 -2.848 -0.848
23 H -6.072 -2.323 -0.510
24 H -6.766 -0.056 0.231
25 H -5.034 1.653 0.672
26 H -2.317 2.406 -2.261
27 H -3.286 4.324 -3.453
28 H -4.227 6.231 -2.193
29 H -4.206 6.207 0.276
30 H -3.243 4.297 1.484
31 H -0.417 3.305 2.377
32 H -0.558 4.003 4.737
33 H -2.394 3.173 6.169
34 H -4.099 1.654 5.226
35 H -3.990 0.982 2.862
36 C 0.334 0.148 4.466
37 As 0.126 -0.420 2.592
38 C -1.495 -1.471 2.872
39 C 1.305 -1.981 2.381
40 C 2.828 -1.793 2.321
41 C 3.424 -3.100 1.797
42 C 3.233 -0.620 1.421
43 As 2.293 -0.270 -0.276
44 C 3.536 1.067 -0.932
45 C 2.795 -1.768 -1.414
46 C 3.372 -1.525 3.726
47 As 5.332 -1.255 3.873
48 C 5.372 -1.421 5.829
49 C 5.364 0.714 3.840
50 H 0.576 -0.720 5.079
51 H -0.624 0.564 4.782
52 H 1.098 0.914 4.588
53 H -1.386 -2.055 3.788
54 H -1.646 -2.122 2.012
55 H -2.355 -0.810 2.968
56 H 0.948 -2.384 1.419
57 H 1.053 -2.725 3.147
58 H 3.014 -3.356 0.824
59 H 3.190 -3.917 2.480
60 H 4.510 -3.035 1.707
61 H 4.304 -0.697 1.186
62 H 3.089 0.326 1.963
63 H 4.542 0.641 -0.965
64 H 3.511 1.932 -0.269
65 H 3.225 1.386 -1.927
66 H 3.809 -2.081 -1.154
67 H 2.758 -1.413 -2.444
68 H 2.107 -2.604 -1.300
69 H 3.128 -2.373 4.376
70 H 2.897 -0.638 4.157
71 H 5.212 -2.460 6.111
72 H 4.600 -0.802 6.287
73 H 6.347 -1.109 6.201
74 H 5.330 1.083 2.817
75 H 6.294 1.054 4.295
76 H 4.525 1.126 4.400
77 C -0.589 2.010 -6.272
78 C 0.057 1.366 -5.085
79 C 0.654 0.106 -5.165
80 C 1.202 -0.394 -4.000
81 N 1.170 0.267 -2.850
82 C 0.550 1.451 -2.866
83 S 0.462 2.370 -1.397
84 N 0.003 2.031 -3.941
85 H -0.125 1.690 -7.202
86 H -0.533 3.092 -6.181
87 H -1.643 1.729 -6.308
88 H 0.696 -0.445 -6.090
89 H 1.690 -1.362 -3.984

Record 4
DFT (wB97M-V/def2-TZVPD) results for a structure of composition C34H46CdF3N11OPSSb.

The electronic energy comes out at -3447.87954 hartree. As for the maximum force: 0.51 eV Å⁻¹. The charge is 0. The calculation puts the relative energy (zero: lowest compared OMol25 entry of this formula, charge and spin) at 0.000 eV. The LUMO energy is -0.07 eV. The calculation puts the HOMO-LUMO gap at 0.2954 Eh. The spin multiplicity is 1. For the molar mass, the calculation gives 979.03 g mol⁻¹.

Positions of all 99 atoms, in Å:
1 Cd -0.367 0.048 0.516
2 F 1.257 -8.917 -2.749
3 C -0.017 -8.467 -2.715
4 F -0.482 -8.527 -3.983
5 F -0.734 -9.342 -1.983
6 C -0.093 -7.073 -2.166
7 C 0.732 -6.097 -2.713
8 C 0.678 -4.804 -2.234
9 C -0.206 -4.469 -1.203
10 C -1.033 -5.457 -0.668
11 C -0.977 -6.755 -1.148
12 C -0.255 -3.128 -0.694
13 C -0.295 -1.990 -0.261
14 H 1.421 -6.352 -3.508
15 H 1.327 -4.041 -2.642
16 H -1.723 -5.196 0.123
17 H -1.619 -7.517 -0.728
18 N -2.335 5.922 -0.712
19 C -1.478 5.157 -0.860
20 N -0.450 4.352 -1.072
21 C -0.508 3.110 -0.774
22 N -0.415 1.951 -0.638
23 C 5.145 2.472 -0.776
24 N 3.879 3.194 -0.791
25 C 3.425 3.317 -2.175
26 N 3.329 2.043 -2.889
27 C 4.615 1.361 -2.799
28 N 5.099 1.164 -1.432
29 C 4.241 0.232 -0.696
30 P 2.480 0.801 -0.542
31 C 2.877 2.518 0.037
32 C 2.256 1.212 -2.338
33 H 5.470 2.341 0.258
34 H 5.889 3.078 -1.300
35 H 4.140 3.949 -2.709
36 H 2.450 3.809 -2.187
37 H 5.357 1.963 -3.329
38 H 4.541 0.390 -3.295
39 H 4.658 0.080 0.305
40 H 4.261 -0.741 -1.196
41 H 3.237 2.466 1.069
42 H 1.962 3.111 0.061
43 H 1.298 1.716 -2.469
44 H 2.211 0.274 -2.904
45 C 2.811 -2.661 4.764
46 N 2.259 -1.564 4.009
47 C 2.329 -0.174 4.404
48 C 1.542 0.500 3.278
49 O 1.386 1.694 3.155
50 N 1.052 -0.476 2.440
51 C 1.491 -1.648 2.904
52 N 1.182 -2.806 2.333
53 H 3.716 -2.325 5.267
54 H 3.102 -3.476 4.101
55 H 2.113 -3.041 5.515
56 H 3.354 0.198 4.440
57 H 1.844 0.012 5.365
58 H 0.675 -2.797 1.447
59 H 1.532 -3.676 2.690
60 N -1.789 -0.435 -2.728
61 C -2.747 0.281 -2.124
62 S -3.435 -0.201 -0.661
63 N -3.174 1.414 -2.721
64 C -2.670 2.014 -3.902
65 C -2.359 3.371 -3.875
66 C -1.886 3.993 -5.018
67 C -1.713 3.270 -6.190
68 C -2.045 1.923 -6.218
69 C -2.537 1.293 -5.085
70 H -1.386 -1.188 -2.189
71 H -1.232 -0.017 -3.456
72 H -3.783 1.963 -2.138
73 H -2.477 3.933 -2.957
74 H -1.643 5.047 -4.984
75 H -1.334 3.755 -7.079
76 H -1.938 1.357 -7.134
77 H -2.844 0.257 -5.127
78 C -2.893 2.051 5.519
79 C -1.732 2.058 4.536
80 Sb -2.159 1.060 2.691
81 C -2.966 -0.776 3.457
82 C -1.986 -1.540 4.337
83 C -4.022 1.997 2.237
84 C -3.920 3.511 2.131
85 H -2.639 2.592 6.434
86 H -3.175 1.036 5.808
87 H -3.779 2.529 5.097
88 H -0.839 1.592 4.956
89 H -1.437 3.076 4.275
90 H -3.249 -1.371 2.585
91 H -3.888 -0.540 3.993
92 H -1.089 -1.813 3.774
93 H -2.422 -2.463 4.725
94 H -1.665 -0.945 5.197
95 H -4.721 1.695 3.021
96 H -4.366 1.556 1.302
97 H -3.571 3.966 3.062
98 H -4.889 3.959 1.901
99 H -3.236 3.826 1.344

Record 5
DFT (wB97M-V/def2-TZVPD) results for a structure of composition C34H46ClF3O3P4Zr at a distorted geometry.

The electronic energy comes out at -3720.78970 hartree. As for the maximum force: 1.77 eV Å⁻¹. The charge is +2. The LUMO energy is -5.66 eV. The calculation puts the HOMO-LUMO gap at 0.3003 Eh. The spin multiplicity is 1. For the molar mass, the calculation gives 810.31 g mol⁻¹.

Positions of all 92 atoms, in Å:
1 P 0.186 2.661 -0.795
2 C -0.772 4.074 -0.231
3 C -0.137 5.190 0.338
4 H 0.935 5.177 0.531
5 C -0.896 6.320 0.665
6 H -0.403 7.185 1.096
7 C -2.276 6.346 0.447
8 H -2.861 7.238 0.705
9 C -2.900 5.224 -0.098
10 H -3.975 5.233 -0.264
11 C -2.164 4.082 -0.433
12 H -2.677 3.213 -0.847
13 C 1.807 2.699 -0.029
14 C 1.901 2.606 1.375
15 H 0.993 2.527 1.983
16 C 3.160 2.627 1.980
17 H 3.229 2.532 3.062
18 C 4.310 2.795 1.206
19 H 5.290 2.841 1.688
20 C 4.208 2.916 -0.181
21 H 5.098 3.055 -0.790
22 C 2.962 2.857 -0.812
23 H 2.874 2.958 -1.899
24 C 0.275 2.744 -2.591
25 C 0.428 4.010 -3.191
26 H 0.526 4.901 -2.568
27 C 0.461 4.119 -4.582
28 H 0.605 5.097 -5.032
29 C 0.325 2.983 -5.384
30 H 0.356 3.078 -6.473
31 C 0.155 1.730 -4.790
32 H 0.038 0.843 -5.411
33 C 0.129 1.599 -3.395
34 H -0.016 0.620 -2.930
35 Zr -1.663 -1.669 0.818
36 C 0.397 -2.715 0.561
37 C 1.466 -1.977 0.204
38 H 0.528 -3.798 0.736
39 C 1.261 -0.494 -0.094
40 O 1.807 -0.331 -1.425
41 H 1.766 0.603 -1.718
42 C -0.160 -0.039 -0.027
43 H 1.823 0.112 0.646
44 C -0.661 1.174 -0.265
45 Cl -3.470 -0.034 0.777
46 P -2.315 -2.557 -1.583
47 P -0.960 -1.038 3.282
48 C -4.056 -3.073 -1.447
49 H -4.652 -2.213 -1.109
50 H -4.167 -3.882 -0.708
51 H -4.413 -3.414 -2.427
52 C -2.233 -1.317 -2.904
53 H -1.198 -1.218 -3.259
54 H -2.568 -0.351 -2.496
55 H -2.880 -1.601 -3.746
56 C -1.377 -4.023 -2.105
57 H -1.415 -4.772 -1.299
58 H -0.329 -3.734 -2.277
59 H -1.798 -4.451 -3.027
60 C -2.218 -1.766 4.376
61 H -2.016 -2.840 4.506
62 H -3.212 -1.650 3.915
63 H -2.197 -1.262 5.351
64 C 0.648 -1.664 3.854
65 H 1.452 -1.192 3.268
66 H 0.675 -2.752 3.686
67 H 0.805 -1.455 4.922
68 C -1.000 0.752 3.579
69 H -1.804 1.187 2.965
70 H -0.043 1.204 3.285
71 H -1.195 0.956 4.640
72 P 3.165 -2.579 -0.066
73 C 3.233 -4.170 0.750
74 C 4.277 -1.380 0.696
75 H 2.530 -4.859 0.266
76 H 2.976 -4.053 1.811
77 H 4.251 -4.571 0.662
78 H 4.244 -0.424 0.152
79 H 5.300 -1.781 0.661
80 H 3.979 -1.222 1.743
81 C 3.545 -2.732 -1.818
82 H 2.774 -3.336 -2.314
83 H 4.523 -3.223 -1.928
84 H 3.581 -1.734 -2.275
85 H -1.727 1.381 -0.092
86 F -4.920 -5.686 1.726
87 C -3.920 -5.165 2.492
88 F -4.373 -5.056 3.773
89 F -2.880 -6.037 2.483
90 C -3.561 -3.731 1.957
91 O -4.458 -2.899 1.990
92 O -2.339 -3.527 1.523

The lowest LUMO energy belongs to which entry?
C34H46ClF3O3P4Zr

Look up the LUMO energy of the fourth one.
-0.07 eV

Which formula does entry 2 have?
C34H45N6S

Which value of electronic energy does entry 4 give?
-3447.87954 hartree